Record 1
This record from the Open Molecules 2025 dataset describes C31H27BN9O5Yb as an isolated structure. The level of theory is wB97M-V/def2-TZVPD.

```
74
C31H27BN9O5Yb wB97M-V/def2-TZVPD
Yb -0.56139 0.77496 -0.04232
C 1.69334 4.36655 1.96238
C 1.65864 3.09100 1.39357
N 0.45790 2.84288 0.87716
N -0.29405 3.93944 1.10315
C 0.42589 4.87121 1.74487
B -1.75073 4.03489 0.60296
N -2.60193 2.96065 1.32150
C -3.53156 3.15265 2.26825
C -4.04856 1.92209 2.62816
C -3.36460 1.01254 1.81985
N -2.49811 1.64713 1.03509
N -1.76542 3.75386 -0.91005
C -2.25833 4.54536 -1.87552
C -2.06804 3.92215 -3.09193
C -1.44074 2.71748 -2.76523
N -1.25581 2.62956 -1.45249
H 2.52531 4.85472 2.43871
H 2.43690 2.34760 1.34678
H -0.00389 5.82255 2.01217
H -2.18792 5.12410 0.82736
H -3.76605 4.14168 2.62585
H -4.81962 1.71907 3.35044
H -3.45677 -0.06111 1.77649
H -2.70757 5.49565 -1.63985
H -2.35174 4.28935 -4.06235
H -1.11650 1.91891 -3.41299
C 0.17470 -3.44010 1.61921
C -0.21673 -1.99817 1.57866
N -0.89517 -1.47365 0.61675
N -1.36696 -2.27587 -0.37128
C -1.92865 -1.58082 -1.35525
O -1.90537 -0.31274 -1.46009
C -2.65053 -2.40104 -2.36552
C -2.48953 -3.78550 -2.42435
C -3.18744 -4.52851 -3.36026
C -4.05653 -3.90002 -4.24330
C -4.21695 -2.52340 -4.18952
C -3.51265 -1.77491 -3.25983
C 0.15567 -1.06398 2.65207
C 1.07936 -1.38541 3.64091
C 1.41879 -0.42587 4.57978
C 0.80839 0.81683 4.52856
C -0.11593 1.04495 3.52028
N -0.43075 0.14333 2.60156
H -0.44841 -3.98691 0.91676
H 0.05617 -3.85439 2.62084
H 1.21834 -3.55779 1.31422
H -1.81127 -4.25390 -1.72699
H -3.05546 -5.60241 -3.40297
H -4.60073 -4.48377 -4.97490
H -4.89358 -2.03481 -4.87944
H -3.62708 -0.69954 -3.21091
H 1.53580 -2.36604 3.65804
H 2.15494 -0.64522 5.34263
H 1.04546 1.59058 5.24499
H -0.63279 1.99740 3.44444
O 1.08876 0.02372 -1.46883
C 1.83490 -0.19346 -0.47621
O 1.51519 0.21784 0.67728
C 3.10827 -0.95762 -0.63585
C 3.81674 -1.31599 0.50487
C 5.01414 -2.02608 0.42559
C 5.46046 -2.33909 -0.83493
O 6.59024 -3.01952 -1.18862
C 6.64069 -2.99194 -2.61184
O 5.41954 -2.44136 -3.08446
C 4.75233 -1.98501 -1.97670
C 3.57068 -1.29777 -1.91317
H 3.41916 -1.02876 1.46852
H 5.57162 -2.31548 1.30563
H 6.76098 -4.00623 -2.99585
H 7.47851 -2.36549 -2.93711
H 3.00405 -1.03295 -2.79541
```

Properties
Orbital gap (alpha / beta) (eV): 7.661 / 7.664
Spin multiplicity: 2
HOMO energy (alpha / beta) (eV): -7.830 / -7.831
Total energy (Ha): -3250.3649
Charge: 0
LUMO energy (alpha / beta) (eV): -0.17 / -0.17

Record 2
This record from the Open Molecules 2025 dataset describes C31H27BrF6N5O5PrSSb as an isolated structure. The level of theory is wB97M-V/def2-TZVPD.

```
78
C31H27BrF6N5O5PrSSb wB97M-V/def2-TZVPD
Pr -0.18144 -1.31158 0.05020
O -3.18013 1.67729 1.22108
C -2.56948 0.62539 1.18241
N -2.25297 -0.11364 0.08459
C -3.09844 -0.26525 -0.97427
O -4.31046 -0.25811 -0.95668
C -2.36113 -0.46754 -2.29083
C -3.10515 -0.52942 -3.45716
C -2.43686 -0.52454 -4.66913
C -1.05303 -0.41477 -4.66790
C -0.38824 -0.37077 -3.45545
N -1.02327 -0.42952 -2.28349
C -1.99983 0.04085 2.46007
C -2.81568 0.01414 3.57871
C -2.31846 -0.53284 4.74724
C -1.01242 -0.99936 4.75787
C -0.26922 -0.92595 3.59678
N -0.74738 -0.43719 2.44657
H -4.18272 -0.55917 -3.37869
H -2.98254 -0.58732 -5.60245
H -0.49031 -0.37026 -5.59118
H 0.68911 -0.28046 -3.40531
H -3.81722 0.41444 3.50699
H -2.93568 -0.59009 5.63529
H -0.57028 -1.42563 5.64781
H 0.75345 -1.27648 3.58143
C -0.81856 5.29568 2.50884
C 0.06865 5.46674 1.28153
N -0.42688 4.68011 0.14823
C -1.41008 5.32207 -0.73596
C -0.78199 5.88689 -2.00440
C -0.05458 3.40941 0.01079
S -0.68638 2.44615 -1.29122
N 0.78330 2.91069 0.94430
C 1.10006 1.61146 0.89581
O 0.66850 0.81398 0.01768
C 2.01076 1.06484 1.93639
C 2.52859 -0.22009 1.78323
C 3.32896 -0.77321 2.76714
C 3.62055 -0.04111 3.91166
C 3.11459 1.24333 4.06290
C 2.31257 1.79910 3.07796
H -0.44065 5.90778 3.32853
H -0.82269 4.25036 2.81973
H -1.84637 5.59412 2.29700
H 1.08033 5.14410 1.50391
H 0.09317 6.51015 0.96708
H -1.87577 6.12504 -0.16518
H -2.17959 4.59672 -0.98273
H -0.03528 6.64700 -1.76688
H -1.55716 6.34213 -2.62314
H -0.30967 5.09393 -2.58378
H 2.36154 -0.76649 0.86200
H 3.72240 -1.77402 2.64505
H 4.24642 -0.47140 4.68320
H 3.34641 1.81324 4.95437
H 1.90802 2.79668 3.18374
Br 0.59056 -4.30848 -6.25273
C 1.54715 -4.46122 -4.62452
C 2.45183 -5.49626 -4.45358
C 3.13246 -5.60971 -3.24932
C 2.89800 -4.70780 -2.22394
C 2.00307 -3.66573 -2.42373
C 1.32375 -3.53198 -3.62810
C 1.73795 -2.68824 -1.33495
O 1.58063 -3.11717 -0.10250
O 1.67736 -1.46840 -1.55031
H 2.61720 -6.21330 -5.24627
H 3.83883 -6.41759 -3.10931
H 3.39750 -4.81001 -1.26985
H 0.60716 -2.73586 -3.75996
F -0.71785 -3.07352 -1.35000
Sb -0.29152 -4.31889 0.40914
F -1.69145 -2.83243 0.87525
F 0.41456 -3.10106 1.93636
F -0.50193 -5.42971 1.89938
F 0.75816 -5.64008 -0.40620
F -1.76282 -5.20017 -0.33717
```

Properties
Orbital gap (alpha / beta) (eV): 7.830 / 6.822
Spin multiplicity: 4
HOMO energy (alpha / beta) (eV): -9.072 / -9.084
Total energy (Ha): -6176.4619
Charge: 0
LUMO energy (alpha / beta) (eV): -1.24 / -2.26

Record 3
This record from the Open Molecules 2025 dataset describes C31H27Cl2FN5OSiYb as an isolated structure. The level of theory is wB97M-V/def2-TZVPD.

```
69
C31H27Cl2FN5OSiYb wB97M-V/def2-TZVPD
Yb -0.12143 0.24245 -0.12923
Cl -2.21289 4.09845 -2.82480
C -2.26726 3.98399 -1.09830
C -2.95355 4.98302 -0.37309
C -3.00724 4.94713 0.98605
Cl -3.84927 6.19658 1.85390
C -2.37485 3.89810 1.70579
C -2.35044 3.76952 3.11042
C -1.69132 2.71786 3.68217
C -1.05841 1.77219 2.85521
N -1.07318 1.85891 1.54495
C -1.71053 2.91008 0.96134
C -1.63639 2.93621 -0.46774
O -0.97568 1.97913 -1.06667
H -3.43489 5.78532 -0.91457
H -2.85164 4.51079 3.71803
H -1.64962 2.59866 4.75547
H -0.52539 0.93070 3.28143
C 4.36137 -0.09482 1.49346
Si 2.74178 0.79781 1.77493
C 2.60144 2.15602 0.47718
C 2.78477 1.64826 3.44173
N 1.33891 -0.19732 1.59019
C 0.95746 -1.11771 2.54736
C 1.77018 -1.67240 3.55203
C 1.27731 -2.58330 4.47627
C -0.04698 -2.99722 4.44791
C -0.88778 -2.48174 3.46783
C -0.35894 -1.58261 2.58127
F -1.19641 -1.05531 1.60531
H 5.17608 0.62564 1.37767
H 4.31291 -0.69483 0.58136
H 4.62496 -0.75988 2.31781
H 2.85711 3.12316 0.91562
H 1.58176 2.26575 0.09187
H 3.24904 1.98190 -0.38310
H 3.68679 2.26080 3.52446
H 2.77337 0.95459 4.28318
H 1.92145 2.31193 3.54352
H 2.81399 -1.38974 3.59345
H 1.94891 -2.98070 5.22659
H -0.42171 -3.71219 5.16640
H -1.92836 -2.76495 3.38454
N -4.54433 -7.09782 -5.95457
C -4.05207 -6.28020 -5.31399
C -3.43071 -5.26158 -4.50491
C -4.08740 -4.77081 -3.37929
C -3.48355 -3.80219 -2.60040
C -2.21882 -3.30595 -2.93167
C -1.57377 -3.80515 -4.06717
C -2.17175 -4.77535 -4.84839
C -1.59752 -2.30488 -2.11650
C -1.07226 -1.45258 -1.42080
H -5.06598 -5.15065 -3.11929
H -3.98413 -3.41651 -1.72313
H -0.59618 -3.42183 -4.32560
H -1.66892 -5.15982 -5.72532
C 1.46198 2.35370 -3.10727
C 1.98641 0.99736 -2.80176
N 1.62330 0.19721 -1.81913
C 2.39920 -0.94249 -1.91809
C 3.24457 -0.82424 -2.96910
N 2.97043 0.41058 -3.51817
H 0.48851 2.49179 -2.64234
H 1.35703 2.48531 -4.18457
H 2.14195 3.11996 -2.72904
H 2.28098 -1.76970 -1.23847
H 3.98413 -1.48927 -3.37586
H 3.41348 0.81488 -4.32437
```

Properties
Orbital gap (alpha / beta) (eV): 7.383 / 7.384
Spin multiplicity: 2
HOMO energy (alpha / beta) (eV): -7.755 / -7.756
Total energy (Ha): -4015.1294
Charge: 0
LUMO energy (alpha / beta) (eV): -0.37 / -0.37